# 1
Entry from the Open Molecules 2025 dataset: a 3-piece molecular cluster, C27H39NO4 overall (ωB97M-V/def2-TZVPD).

As for the SMILES: CCO[C@H]1NC(=O)[C@H](C)[C@@]1(CCCC(=O)O)[C@@H](C)CC.c1ccccc1.c1ccccc1. The calculated total energy comes out at -38308.03824 eV. Its HOMO energy is -9.34 eV. Its largest force on an atom is 4.849 eV/A. Its total charge is 0.

Last columns: bonded neighbours and bond lengths (Å).
Element x y z (Å)
1 C 0.76203 -3.25228 2.28624  C2 1.607, H21 1.152, H22 1.138, H23 1.155
2 C 0.90798 -1.65743 2.15795  C1 1.607, O3 1.447, H24 1.157, H25 1.155
3 O -0.17068 -1.00546 1.44745  C2 1.447, C4 1.441
4 C -0.26564 -1.42212 0.07105  O3 1.441, N5 1.516, C10 1.628, H26 1.140
5 N -1.76181 -1.61000 -0.08310  C4 1.516, C6 1.476, H27 1.044
6 C -2.40773 -0.69260 -1.04200  N5 1.476, O7 1.248, C8 1.626
7 O -3.61082 -0.40016 -1.19939  C6 1.248
8 C -1.12303 -0.19635 -1.90586  C6 1.626, C9 1.639, C10 1.628, H28 1.154
9 C -1.33478 -1.09124 -3.26271  C8 1.639, H29 1.141, H30 1.153, H31 1.153
10 C 0.27177 -0.42392 -1.09708  C4 1.628, C8 1.628, C11 1.618, C17 1.632
11 C 1.46290 -1.10873 -1.95172  C10 1.618, C12 1.614, H32 1.154, H33 1.156
12 C 2.67776 -1.65328 -1.03931  C11 1.614, C13 1.601, H34 1.157, H35 1.154
13 C 3.75819 -0.54418 -0.63150  C12 1.601, C14 1.594, H36 1.155, H37 1.138
14 C 4.72675 -0.08123 -1.80981  C13 1.594, O15 1.261, O16 1.424
15 O 5.85209 0.37419 -1.46997  C14 1.261
16 O 4.36431 -0.17037 -3.18414  C14 1.424, H38 0.982
17 C 0.68182 1.00706 -0.42776  C10 1.632, C18 1.619, C19 1.618, H39 1.156
18 C 1.39948 1.98103 -1.50397  C17 1.619, H40 1.137, H41 1.154, H42 1.147
19 C -0.60198 1.82841 0.11594  C17 1.618, C20 1.614, H43 1.138, H44 1.154
20 C -0.06520 2.99753 1.09109  C19 1.614, H45 1.151, H46 1.139, H47 1.156
21 H 1.78122 -3.77574 2.40411  C1 1.152
22 H 0.21365 -3.75132 1.42236  C1 1.138
23 H 0.16076 -3.51604 3.23634  C1 1.155
24 H 1.95877 -1.35754 1.77901  C2 1.157
25 H 0.86693 -1.24940 3.23731  C2 1.155
26 H 0.17262 -2.42226 -0.25599  C4 1.140
27 H -2.10026 -1.18971 0.81068  N5 1.044
28 H -1.26523 0.85956 -2.34858  C8 1.154
29 H -0.99670 -2.16832 -3.09843  C9 1.141
30 H -0.75263 -0.55939 -4.10397  C9 1.153
31 H -2.45984 -1.08835 -3.51664  C9 1.153
32 H 1.86899 -0.38625 -2.75472  C11 1.154
33 H 1.09547 -2.02599 -2.55076  C11 1.156
34 H 3.23951 -2.41555 -1.70396  C12 1.157
35 H 2.31845 -2.27455 -0.13557  C12 1.154
36 H 4.43610 -1.02809 0.16833  C13 1.155
37 H 3.33177 0.39527 -0.15153  C13 1.138
38 H 4.97538 -0.83710 -3.56687  O16 0.982
39 H 1.34063 0.82727 0.50499  C17 1.156
40 H 1.51409 3.05280 -1.14142  C18 1.137
41 H 0.75049 2.00744 -2.45832  C18 1.154
42 H 2.41762 1.55297 -1.81192  C18 1.147
43 H -1.35879 1.18378 0.67028  C19 1.138
44 H -1.14165 2.31264 -0.78227  C19 1.154
45 H -0.55666 4.01541 0.87616  C20 1.151
46 H -0.19905 2.67102 2.17445  C20 1.139
47 H 1.06694 3.18129 0.94840  C20 1.156
48 C -1.70075 8.00827 3.03673  C49 1.391, C53 1.392, H54 1.085
49 C -0.74279 7.05517 3.36767  C48 1.391, C50 1.391, H55 1.085
50 C 0.26551 6.73803 2.46309  C49 1.391, C51 1.392, H56 1.085
51 C 0.31355 7.37124 1.22480  C50 1.392, C52 1.391, H57 1.085
52 C -0.64978 8.31771 0.89024  C51 1.391, C53 1.391, H58 1.085
53 C -1.65596 8.63762 1.79628  C48 1.392, C52 1.391, H59 1.085
54 H -2.48290 8.26017 3.74476  C48 1.085
55 H -0.78161 6.55949 4.33208  C49 1.085
56 H 1.01435 5.99714 2.72276  C50 1.085
57 H 1.10108 7.12599 0.52034  C51 1.085
58 H -0.61596 8.80733 -0.07752  C52 1.085
59 H -2.40565 9.37726 1.53622  C53 1.085
60 C -2.19647 -5.09811 0.28585  C61 1.391, C65 1.392, H66 1.085
61 C -2.44742 -5.49178 -1.02462  C60 1.391, C62 1.391, H67 1.085
62 C -2.74386 -6.82134 -1.30790  C61 1.391, C63 1.392, H68 1.085
63 C -2.78521 -7.75905 -0.28029  C62 1.392, C64 1.391, H69 1.085
64 C -2.52528 -7.36725 1.02918  C63 1.391, C65 1.391, H70 1.085
65 C -2.23245 -6.03690 1.31291  C60 1.392, C64 1.391, H71 1.085
66 H -1.97207 -4.06002 0.50660  C60 1.085
67 H -2.41278 -4.76099 -1.82624  C61 1.085
68 H -2.94287 -7.12729 -2.32956  C62 1.085
69 H -3.01884 -8.79508 -0.50049  C63 1.085
70 H -2.55174 -8.09932 1.82977  C64 1.085
71 H -2.03204 -5.73094 2.33446  C65 1.085


# 2
Entry from the Open Molecules 2025 dataset: a 2-piece molecular cluster, C4H2F4 overall (ωB97M-V/def2-TZVPD).

The calculated total energy comes out at -15041.02648 eV. Its HOMO energy is -12.14 eV. As for the energy above the lowest of the compared OMol25 structures with the same formula, charge and spin: 7.034 eV. Its largest force on an atom is 8.986 eV/A. Its total charge is 0.

Last columns: bonded neighbours and bond lengths (Å).
Element x y z (Å)
1 C -4.02415 -0.87211 0.34166  C2 1.161
2 C -2.97400 -0.79367 -0.14678  C1 1.161
3 C 0.42090 0.85432 -0.16653  C4 1.531, F5 1.357, H9 1.093, H10 1.096
4 C 1.29060 -0.36641 0.14472  C3 1.531, F6 1.343, F7 1.337, F8 1.331
5 F 0.06036 0.86208 -1.47435  C3 1.357
6 F 1.83780 -0.22612 1.36364  C4 1.343
7 F 0.59138 -1.50571 0.16589  C4 1.337
8 F 2.29053 -0.52254 -0.72049  C4 1.331
9 H 0.99495 1.75974 0.04758  C3 1.093
10 H -0.48835 0.81041 0.44466  C3 1.096


# 3
Entry from the Open Molecules 2025 dataset: a 2-piece molecular cluster, C5H10N2S2 overall (ωB97M-V/def2-TZVPD).

The calculated total energy comes out at -29992.79796 eV. Its HOMO energy is -6.80 eV. As for the energy above the lowest of the compared OMol25 structures with the same formula, charge and spin: 5.003 eV. Its largest force on an atom is 4.686 eV/A. Its total charge is 0.

Last columns: bonded neighbours and bond lengths (Å).
Element x y z (Å)
1 C 2.24840 -0.27046 1.11497  S8 1.534, H10 1.156
2 C -0.37224 -1.46431 -0.46894  C3 1.561, C4 1.550, H11 1.081, H12 1.118
3 C 0.67209 -0.53864 -1.16788  C2 1.561, C5 1.546, H13 1.139, H14 1.165
4 C -1.25983 -0.44384 0.28752  C2 1.550, N6 1.428, H15 1.091, H16 1.252
5 C 0.73331 0.65996 -0.19354  C3 1.546, N6 1.350, S9 1.792
6 N -0.42558 0.69560 0.49702  C4 1.428, C5 1.350, N7 1.432
7 N -0.80668 1.69774 1.44630  N6 1.432, H17 0.934, H18 1.029
8 S 3.51460 -0.69556 0.36050  C1 1.534
9 S 1.40820 2.20674 -0.79570  C5 1.792, H19 1.245
10 H 2.22828 -0.07240 2.25378  C1 1.156
11 H -0.89326 -2.26485 -0.97582  C2 1.081
12 H 0.29349 -1.96985 0.27397  C2 1.118
13 H 1.75589 -0.88734 -1.19813  C3 1.139
14 H 0.39998 -0.08934 -2.20824  C3 1.165
15 H -2.26734 -0.33884 -0.11814  C4 1.091
16 H -1.62079 -0.90676 1.39345  C4 1.252
17 H -0.62991 1.29405 2.26995  N7 0.934
18 H -1.80620 1.92915 1.36753  N7 1.029
19 H 2.42338 1.66483 -1.27136  S9 1.245